# C19H36Br14FNO4P

A molecular structure, C19H36Br14FNO4P in a non-equilibrium geometry (ωB97M-V with the def2-TZVPD basis set, the Open Molecules 2025 dataset).

Positions of all 76 atoms, in Å:
H: -8.341 -0.242 -2.987
Br: -1.168 -0.825 7.038
H: 5.436 -0.130 -0.481
C: -10.669 -2.910 -4.526
Br: 4.862 -5.610 0.700
Br: -9.049 1.086 -1.039
H: 0.318 -2.470 0.128
H: 2.293 -1.885 8.297
Br: 3.059 2.782 -3.066
H: 5.521 -3.490 1.818
C: -6.497 0.232 -2.011
H: 2.692 1.943 -1.250
H: 2.578 -3.784 0.970
C: -0.548 1.212 4.348
C: 3.062 1.012 -0.714
H: 7.604 1.352 -1.940
H: -7.854 1.452 -3.188
H: -1.616 1.042 4.450
C: -7.866 0.609 -2.504
C: -0.058 2.171 5.399
H: 1.264 1.916 -5.261
H: 3.630 4.192 1.872
Br: -8.223 -1.760 -5.492
H: -9.448 -3.830 -6.029
H: -0.032 0.259 4.361
Br: 0.497 -2.523 9.858
Br: -5.456 1.803 -1.512
H: 0.566 2.964 -2.986
H: -8.757 -3.931 -4.398
H: -0.263 -0.812 0.384
H: 1.011 -2.762 7.438
H: 1.225 -0.232 6.880
H: 2.255 0.268 -0.829
C: 5.698 1.564 -2.486
Br: -10.547 -2.352 -2.665
H: 1.286 4.482 -3.559
N: 7.033 1.137 -2.757
H: 4.340 -4.396 2.782
Br: 1.889 2.176 5.487
C: 1.219 -1.964 8.143
Br: 0.569 -1.149 -1.945
H: -1.778 -2.831 -1.376
H: 2.475 2.890 2.384
P: 4.620 0.264 -1.537
C: 3.966 2.289 0.957
H: -5.925 -0.248 -2.803
C: 1.000 2.954 -5.084
O: 8.837 1.824 -3.913
H: 4.188 2.940 2.938
H: -0.391 1.860 6.385
H: -0.048 3.105 -5.329
H: 3.144 -2.442 1.982
C: -9.328 -3.310 -5.081
C: -0.302 -1.673 -0.278
C: 0.653 -0.638 7.711
Br: -0.323 1.952 2.553
C: 1.288 3.403 -3.675
O: 4.947 2.597 0.327
H: -11.345 -3.762 -4.522
H: 0.619 0.091 8.514
H: 4.243 -0.784 -2.388
F: 6.919 2.276 -4.821
H: -11.126 -2.090 -5.070
H: -6.523 -0.417 -1.141
O: 3.267 1.156 0.675
H: -2.092 -2.659 0.361
C: -1.703 -2.162 -0.525
H: -0.369 3.195 5.221
Br: -2.911 -0.677 -0.857
C: 7.662 1.780 -3.853
Br: 1.987 4.017 -6.380
C: 3.444 -3.195 1.256
C: 4.579 -4.027 1.787
O: 5.228 2.623 -2.753
Br: 3.988 -2.185 -0.332
C: 3.500 3.137 2.109

Atoms 1-2, force components in eV/Å:
H 0.051 -0.032 0.005
Br -0.045 -0.086 0.155

2S+1 = 1
E = -1022559.6194 eV
HOMO-LUMO gap = 0.273 Eh
HOMO energy = -0.4107 Ha
LUMO = -3.750 eV
Net charge = +1